Here is a 3-piece molecular cluster, C24H40BF9N7O7 overall from the Open Molecules 2025 dataset. Energies are from the ωB97M-V functional and the def2-TZVPD basis.

Results
2S+1: 1
Kohn-Sham gap in eV: 5.7407
Total charge: +1
Highest occupied orbital energy in eV: -9.8
Electronic energy in eV: -75423.58942
Lowest unoccupied orbital energy in hartree: -0.1500

Bonds (Å) are listed after each position.
Element x y z (Å)
1 O 3.57735 -3.74063 -3.37908  B2 1.382, H31 0.976
2 B 4.51179 -2.76873 -3.07518  O1 1.382, O3 1.373, O4 1.473
3 O 5.74427 -3.13321 -2.59214  B2 1.373, H32 0.973
4 O 4.18861 -1.35472 -3.33272  B2 1.473, N5 1.338
5 N 4.40975 -1.06771 -4.62066  O4 1.338, C6 1.371, N15 1.341
6 C 5.51416 -0.52135 -5.22276  N5 1.371, C7 1.520, N13 1.358
7 C 6.78488 -0.05514 -4.53195  C6 1.520, C8 1.393, N12 1.342
8 C 7.65018 0.69398 -5.32526  C7 1.393, C9 1.422, H33 1.098
9 C 8.84471 1.21317 -4.75342  C8 1.422, C10 1.415, H34 1.095
10 C 8.98535 0.87963 -3.38545  C9 1.415, C11 1.406, H35 1.098
11 C 8.01536 0.07650 -2.75988  C10 1.406, N12 1.336, H36 1.107
12 N 6.88377 -0.43712 -3.24906  C7 1.342, C11 1.336
13 N 5.30685 -0.44321 -6.56263  C6 1.358, N14 1.327
14 N 4.08081 -0.90627 -6.77296  N13 1.327, N15 1.273
15 N 3.57673 -1.24856 -5.65544  N5 1.341, N14 1.273, C16 1.489
16 C 2.18827 -1.78229 -5.58457  N15 1.489, C17 1.576, H37 1.103, H38 1.106
17 C 1.38618 -0.73043 -4.72700  C16 1.576, C18 1.544, H39 1.112, H40 1.105
18 C -0.09797 -1.12374 -4.56163  C17 1.544, F19 1.372, F20 1.356, C21 1.590
19 F -0.10771 -2.35091 -3.94713  C18 1.372
20 F -0.65817 -1.16604 -5.79567  C18 1.356
21 C -0.84100 -0.11914 -3.57904  C18 1.590, F22 1.367, F23 1.358, C24 1.555
22 F -1.06981 -0.76595 -2.39709  C21 1.367
23 F 0.00235 0.90543 -3.28925  C21 1.358
24 C -2.22473 0.37503 -4.08870  C21 1.555, F25 1.345, F26 1.364, C27 1.582
25 F -3.01007 -0.64999 -4.46647  C24 1.345
26 F -1.96410 1.20162 -5.14160  C24 1.364
27 C -3.05424 1.22018 -3.04029  C24 1.582, F28 1.329, F29 1.348, F30 1.334
28 F -2.30940 1.93444 -2.20276  C27 1.329
29 F -3.79233 2.09989 -3.74596  C27 1.348
30 F -3.87802 0.39457 -2.39318  C27 1.334
31 H 3.31305 -4.12758 -2.52306  O1 0.976
32 H 5.83588 -2.92841 -1.64582  O3 0.973
33 H 7.41248 0.88379 -6.38042  C8 1.098
34 H 9.54191 1.82524 -5.33481  C9 1.095
35 H 9.84910 1.24323 -2.81326  C10 1.098
36 H 8.20645 -0.17551 -1.69951  C11 1.107
37 H 2.15354 -2.79873 -5.15883  C16 1.103
38 H 1.81386 -1.72548 -6.62351  C16 1.106
39 H 1.45020 0.21831 -5.30281  C17 1.112
40 H 1.83448 -0.63872 -3.72156  C17 1.105
41 C 1.04697 3.82456 2.85183  O42 1.416, H50 1.090, H51 1.095, H52 1.093
42 O 0.63100 2.60316 3.43613  C41 1.416, C43 1.428
43 C -0.74458 2.29967 3.20490  O42 1.428, C44 1.521, H53 1.093, H54 1.094
44 C -0.87853 1.11022 2.26720  C43 1.521, N45 1.461, H55 1.092, H56 1.097
45 N -0.47748 1.46205 0.90706  C44 1.461, C46 1.462, H57 1.012
46 C -0.33395 0.31253 0.01500  N45 1.462, C47 1.532, H58 1.087, H59 1.094
47 C 0.74023 -0.72481 0.35551  C46 1.532, O48 1.423, H60 1.095, H61 1.095
48 O 2.07499 -0.24791 0.22708  C47 1.423, C49 1.421
49 C 2.57139 0.44232 1.36590  O48 1.421, H62 1.092, H63 1.092, H64 1.092
50 H 2.04813 4.04874 3.21927  C41 1.090
51 H 1.09304 3.74676 1.76013  C41 1.095
52 H 0.38189 4.64631 3.13134  C41 1.093
53 H -1.30340 3.16573 2.84172  C43 1.093
54 H -1.16747 2.02096 4.17450  C43 1.094
55 H -1.91873 0.77644 2.25725  C44 1.092
56 H -0.25950 0.30051 2.67292  C44 1.097
57 H 0.41101 1.94579 0.94150  N45 1.012
58 H -0.10599 0.71258 -0.96951  C46 1.087
59 H -1.30102 -0.19202 -0.06626  C46 1.094
60 H 0.64858 -1.53229 -0.37863  C47 1.095
61 H 0.58435 -1.19083 1.33410  C47 1.095
62 H 2.15923 0.05419 2.29934  C49 1.092
63 H 2.38249 1.51467 1.27947  C49 1.092
64 H 3.65444 0.30849 1.38967  C49 1.092
65 C -3.07682 0.75375 6.09358  O66 1.418, H74 1.090, H75 1.094, H76 1.094
66 O -3.62176 0.62971 4.79044  C65 1.418, C67 1.425
67 C -3.53439 -0.69292 4.26637  O66 1.425, C68 1.521, H77 1.093, H78 1.094
68 C -4.91382 -1.32465 4.16532  C67 1.521, N69 1.459, H79 1.095, H80 1.096
69 N -5.45228 -1.62977 5.48647  C68 1.459, C70 1.464, H81 1.012
70 C -6.86882 -1.99877 5.48043  N69 1.464, C71 1.531, H82 1.093, H83 1.095
71 C -7.87774 -0.94648 5.01371  C70 1.531, O72 1.419, H84 1.094, H85 1.096
72 O -7.99956 0.16778 5.88339  C71 1.419, C73 1.417
73 C -7.04120 1.19167 5.67806  O72 1.417, H86 1.093, H87 1.094, H88 1.091
74 H -3.03539 1.81444 6.34053  C65 1.090
75 H -3.70792 0.25562 6.83561  C65 1.094
76 H -2.06299 0.34464 6.14204  C65 1.094
77 H -2.84457 -1.31952 4.83829  C67 1.093
78 H -3.12767 -0.59677 3.25484  C67 1.094
79 H -4.84206 -2.25055 3.58605  C68 1.095
80 H -5.55646 -0.62414 3.61892  C68 1.096
81 H -5.34193 -0.81884 6.08170  N69 1.012
82 H -7.12453 -2.27044 6.50779  C70 1.093
83 H -6.99304 -2.90341 4.87643  C70 1.095
84 H -8.86123 -1.42498 5.01436  C71 1.094
85 H -7.70390 -0.61982 3.98214  C71 1.096
86 H -6.74384 1.27945 4.63028  C73 1.093
87 H -6.16586 1.03471 6.31436  C73 1.094
88 H -7.49409 2.13598 5.98403  C73 1.091